{"formula": "C48H120Li2N7O16", "method": "wB97M-V/def2-TZVPD", "e_above_lowest_kj_mol": 0.00, "charge": 1, "homo_lumo_gap_ev": 6.90, "energy_ev": -95308.2048, "lumo_ev": -3.16, "homo_ev": -10.06, "elements": ["Li", "Li", "C", "C", "C", "O", "H", "H", "H", "H", "H", "H", "H", "C", "O", "C", "C", "N", "C", "C", "O", "C", "H", "H", "H", "H", "H", "H", "H", "H", "H", "H", "H", "H", "H", "H", "H", "C", "O", "C", "C", "N", "C", "C", "O", "C", "H", "H", "H", "H", "H", "H", "H", "H", "H", "H", "H", "H", "H", "H", "H", "C", "O", "C", "C", "N", "C", "C", "O", "C", "H", "H", "H", "H", "H", "H", "H", "H", "H", "H", "H", "H", "H", "H", "H", "C", "O", "C", "C", "N", "C", "C", "O", "C", "H", "H", "H", "H", "H", "H", "H", "H", "H", "H", "H", "H", "H", "H", "H", "C", "O", "C", "C", "N", "C", "C", "O", "C", "H", "H", "H", "H", "H", "H", "H", "H", "H", "H", "H", "H", "H", "H", "H", "C", "O", "C", "C", "N", "C", "C", "O", "C", "H", "H", "H", "H", "H", "H", "H", "H", "H", "H", "H", "H", "H", "H", "H", "C", "O", "C", "C", "N", "C", "C", "O", "C", "H", "H", "H", "H", "H", "H", "H", "H", "H", "H", "H", "H", "H", "H", "H", "C", "C", "C", "O", "H", "H", "H", "H", "H", "H", "H", "H"], "coordinates": [[3.75822, -2.64641, -0.11427], [4.20684, -0.23679, -1.41320], [0.88946, 0.81383, 0.60070], [1.46766, -0.46794, 0.02102], [1.13004, -0.56877, -1.52047], [2.86138, -0.58490, 0.21170], [1.00865, 1.63968, -0.10063], [1.41171, 1.05392, 1.52683], [-0.19299, 0.75177, 0.71264], [0.98325, -1.29647, 0.53774], [0.09911, -0.89425, -1.65953], [1.77574, -1.21601, -2.11396], [1.09748, 0.40790, -2.00333], [2.40801, -7.96038, -1.86277], [2.18034, -6.68291, -2.43027], [3.27928, -5.77416, -2.26016], [3.66893, -5.38863, -0.85434], [2.76114, -4.49220, -0.27173], [2.55903, -4.60437, 1.20072], [3.73226, -4.20434, 2.15616], [4.53332, -3.12826, 1.60159], [5.69111, -2.75595, 2.32574], [1.59672, -8.67298, -2.01149], [2.56290, -7.97521, -0.78394], [3.28980, -8.45200, -2.27370], [3.04947, -4.90836, -2.88117], [4.14688, -6.10109, -2.83331], [4.64329, -4.90181, -0.81274], [3.82470, -6.24133, -0.19349], [1.89143, -4.59927, -0.77396], [2.24500, -5.63763, 1.34854], [1.66574, -4.05191, 1.49218], [4.40206, -5.04419, 2.34092], [3.42280, -3.87327, 3.14748], [6.28968, -1.96289, 1.87756], [6.47736, -3.51086, 2.32929], [5.40088, -2.46988, 3.33671], [-0.23758, -8.28012, 0.47282], [-0.41160, -7.18238, -0.42198], [-1.00927, -5.97499, 0.14094], [-1.09660, -4.92158, -0.94893], [0.28633, -4.65196, -1.49140], [0.26020, -3.81655, -2.70784], [-0.16432, -4.53396, -4.00209], [-0.51730, -3.49170, -4.94433], [-1.84435, -2.97584, -4.78001], [0.44610, -8.97265, -0.01820], [-1.17910, -8.76829, 0.72447], [0.29554, -7.93392, 1.35827], [-0.43241, -5.58685, 0.98040], [-2.02618, -6.13606, 0.49879], [-1.69108, -4.07714, -0.60022], [-1.66960, -5.34778, -1.77242], [0.60430, -5.54934, -1.82862], [1.23840, -3.36193, -2.86450], [-0.36075, -2.94236, -2.51213], [-1.07688, -5.09593, -3.80327], [0.60134, -5.16372, -4.45513], [-2.00203, -2.26383, -5.59011], [-1.91442, -2.31601, -3.91523], [-2.65182, -3.70765, -4.80338], [-4.51918, -1.41972, 8.46916], [-4.92019, -1.63308, 7.11492], [-5.41058, -0.45150, 6.39370], [-5.02082, -0.61639, 4.89159], [-3.60561, -0.82391, 4.63148], [-3.31220, -1.33157, 3.29077], [-1.78508, -1.48095, 3.00392], [-1.25479, -2.62604, 3.68208], [0.10955, -2.80464, 3.45419], [-4.72957, -2.29031, 9.09037], [-5.03863, -0.58064, 8.93200], [-3.45008, -1.20734, 8.47256], [-4.91294, 0.42104, 6.81695], [-6.48614, -0.34278, 6.53321], [-5.18303, 0.33500, 4.38500], [-5.79638, -1.24786, 4.45818], [-3.29858, -1.52977, 5.28539], [-3.80284, -0.84587, 2.44728], [-3.72458, -2.34015, 3.26242], [-1.19698, -0.61116, 3.29667], [-1.63554, -1.72947, 1.95322], [0.46754, -3.75833, 3.84205], [0.66397, -1.96055, 3.86433], [0.35631, -2.87561, 2.39486], [-6.46413, 2.63927, -4.03826], [-6.35079, 1.32727, -3.53654], [-5.47358, 0.50355, -4.35307], [-5.34730, -0.89558, -3.60035], [-4.86338, -0.76944, -2.26287], [-3.54139, -0.11792, -2.17629], [-3.23971, 0.20566, -0.70177], [-4.23228, 0.96213, 0.00636], [-4.38360, 2.28128, -0.39228], [-7.16225, 3.22822, -3.44339], [-6.77460, 2.69457, -5.08164], [-5.53773, 3.20238, -3.92513], [-4.50687, 0.97841, -4.52059], [-6.02059, 0.31111, -5.27603], [-4.59393, -1.40364, -4.20234], [-6.30858, -1.39692, -3.71304], [-5.45451, -0.00987, -1.95672], [-3.40599, 0.78666, -2.76916], [-2.72792, -0.72738, -2.56991], [-2.33359, 0.80981, -0.65627], [-3.06382, -0.71164, -0.13988], [-3.55807, 2.92987, -0.09911], [-5.31638, 2.65215, 0.03252], [-4.43638, 2.36848, -1.47750], [2.84904, 8.02339, 3.48911], [2.20555, 6.73755, 3.43547], [1.19167, 6.71131, 2.47107], [0.73349, 5.31779, 2.22893], [-0.40969, 5.30026, 1.32307], [-0.95537, 3.99490, 1.10465], [-1.79466, 3.47472, 2.24574], [-2.88955, 4.36304, 2.51764], [-3.79104, 3.87163, 3.46014], [2.12562, 8.81833, 3.67033], [3.33484, 8.25967, 2.54240], [3.52196, 8.09903, 4.34324], [1.48013, 7.18873, 1.53460], [0.39727, 7.22323, 3.01417], [0.40956, 4.95482, 3.20434], [1.44505, 4.56493, 1.88981], [-1.18829, 5.80824, 1.71783], [-0.09658, 3.34790, 0.92588], [-1.56822, 3.92345, 0.20610], [-1.11591, 3.58900, 3.09093], [-2.10340, 2.44379, 2.07267], [-4.67433, 4.50994, 3.43872], [-3.49573, 3.85425, 4.50923], [-4.16875, 2.87937, 3.21346], [-5.99298, 6.21428, -3.47449], [-4.67425, 5.61267, -3.33621], [-4.03520, 5.94403, -2.06245], [-2.51128, 5.65644, -2.23703], [-2.33616, 4.17166, -2.41457], [-1.00210, 3.91535, -2.89751], [-0.58058, 2.39873, -2.99416], [-1.11536, 1.77633, -4.22649], [-0.34476, 0.62108, -4.60354], [-6.10036, 7.28640, -3.63918], [-6.52759, 5.83360, -2.60422], [-6.39761, 5.72803, -4.36215], [-4.43775, 5.35910, -1.23545], [-4.15096, 6.99286, -1.78918], [-1.98319, 5.96359, -1.33432], [-2.09299, 6.23755, -3.05888], [-3.10857, 4.00347, -3.04321], [-0.22256, 4.39467, -2.30533], [-0.86658, 4.36762, -3.87994], [-1.02711, 1.97385, -2.09517], [0.49688, 2.26413, -2.89896], [-0.86686, 0.23317, -5.47820], [-0.24084, -0.19021, -3.88305], [0.66257, 0.86055, -4.94418], [3.77767, -0.95405, -4.32803], [3.65999, 0.05700, -3.30950], [3.96177, 1.35651, -3.62987], [3.81591, 2.21997, -2.40625], [4.68632, 1.83578, -1.33558], [6.11961, 1.69925, -1.62161], [6.92580, 1.19247, -0.35735], [7.40645, 2.32462, 0.37021], [7.77015, 1.96575, 1.69953], [4.72599, -1.47932, -4.21449], [3.74938, -0.48836, -5.31313], [3.04253, -1.74843, -4.19904], [3.24593, 1.63638, -4.40275], [4.94384, 1.46161, -4.09093], [2.81113, 2.12523, -1.99452], [4.03432, 3.23436, -2.74006], [4.66700, 2.55810, -0.62991], [6.45605, 2.70377, -1.87823], [6.38704, 1.07867, -2.47686], [7.76050, 0.57501, -0.68921], [6.28594, 0.60849, 0.30421], [8.22788, 2.84911, 2.14477], [8.54852, 1.20311, 1.72424], [6.92072, 1.60152, 2.27739], [3.31076, 1.92781, 4.13633], [3.89217, 0.58354, 3.77965], [2.99899, -0.57091, 3.75442], [4.55138, 0.64207, 2.56955], [2.46644, 2.20410, 3.50476], [4.01381, 2.74383, 3.96926], [3.01206, 1.98308, 5.18315], [4.61467, 0.28761, 4.54026], [2.74470, -0.86581, 4.77249], [3.34234, -1.48262, 3.26553], [1.99554, -0.41607, 3.35788], [4.05839, 0.06265, 1.98402]], "mulliken_charge": [0.8102, 0.6786, -0.4230, 1.0170, 1.3367, -0.8007, -0.1141, -0.2954, 0.2237, -0.8738, 0.0428, -0.3235, -0.8986, -0.8811, -0.3142, -1.0304, -0.5657, 1.7149, 0.3525, -0.7348, -0.0973, -0.8814, 0.3328, 0.2491, 0.3810, 0.0615, 0.5918, 0.3385, 0.2509, -0.5020, 0.5396, -1.0870, 0.4952, 0.4999, 0.1141, 0.3298, 0.3809, -0.8253, -0.2957, -0.5938, -0.7928, 0.0439, 1.0753, -0.4047, -0.4624, -0.6624, 0.2141, 0.3006, 0.3466, 0.0742, 0.5990, 0.3531, 0.3568, 0.1101, -0.4035, -0.6788, 0.4255, 0.1813, 0.3780, -0.0032, 0.3619, -0.7110, -0.3346, -0.6028, -0.6503, -0.2595, -1.1681, 0.1056, -0.4936, -0.2574, 0.2575, 0.3093, 0.2791, 0.3935, 0.3383, 0.2761, 0.3651, 0.2687, 0.6893, 0.4812, 0.2476, -0.0688, 0.4441, 0.4302, -0.3080, -0.7038, -0.3500, -0.5986, -0.5007, -0.3151, 0.8044, 0.0629, -0.5150, 0.4548, 0.2935, 0.4291, 0.1129, 0.2583, 0.5403, 0.0841, 0.4587, 0.4828, -0.1170, -0.5329, -0.1373, -0.0544, -0.5092, 0.4527, -0.1483, -0.7870, -0.3060, -0.5699, -0.3366, -0.2042, 1.9491, -0.8115, -0.3855, -0.8942, 0.3160, 0.3178, 0.2507, 0.3906, 0.3149, 0.2181, 0.2021, 0.4611, -0.6177, -1.5754, 0.7843, 0.3718, 0.3262, 0.3301, 0.2891, -0.8636, -0.3235, -0.5012, -0.7839, 0.3135, -1.9266, 2.0481, -0.4421, -0.4920, 0.3028, 0.3708, 0.2380, 0.2077, 0.5144, 0.3231, 0.3786, 0.0357, 0.5463, 0.6273, -0.6500, -0.4352, 0.4180, 0.0033, 0.2355, -0.9411, 0.3935, -0.8570, -0.4331, -0.1552, -1.0347, -0.1066, -0.3891, -0.4820, 0.3108, 0.3764, 0.0956, 0.5592, 0.5331, -0.2608, 0.5083, 0.2347, 0.4780, 0.5273, 0.4222, -0.1359, 0.2777, 0.3191, 0.0354, -1.3978, 1.0862, -1.3486, -0.2613, 0.0167, 0.3713, 0.4404, 0.2539, 0.7151, 0.1326, -0.0091, -0.0538]}